(1)
Below is a molecular structure, C26H22N4O4PdS3, with properties calculated with ωB97M-V with the def2-TZVPD basis set.

Each line ends with the Mulliken charge.
Element x y z (Å)
C (-1.95, -2.53, 0.22)  -1.8440
H (0.09, 3.11, 1.64)  0.5188
H (-6.26, -4.15, 0.94)  0.3768
C (7.86, -0.55, -1.77)  -0.5320
S (-0.30, -0.80, -1.69)  -0.0764
O (3.83, 0.53, -1.26)  -0.8743
H (-4.86, 6.16, 0.79)  0.3809
H (-2.93, -1.29, 2.19)  0.4721
O (3.15, -1.34, -2.15)  -0.8889
C (-1.98, 3.74, 1.67)  0.7936
C (-5.61, -3.55, 0.32)  -0.6099
H (-0.78, 2.62, 3.08)  0.5479
N (1.24, -1.11, 1.35)  -0.4369
H (-1.22, -1.01, 2.62)  0.1485
H (-3.87, -3.96, 1.51)  0.3793
C (-2.23, 4.09, 0.34)  -0.1161
C (5.51, -0.99, -2.01)  -0.0763
C (-0.48, 0.97, 0.40)  1.0268
H (6.30, 0.76, -1.08)  0.4286
C (8.10, -1.75, -2.40)  0.1487
H (-2.47, 1.07, 2.97)  0.4431
H (-4.43, 5.55, 3.15)  0.3764
C (-4.06, 5.48, 1.04)  -0.3914
H (-3.18, 0.98, 1.35)  0.2979
C (-2.03, -0.75, 1.93)  -0.6945
C (5.78, -2.20, -2.64)  -0.4297
H (-3.26, -1.42, -1.88)  0.3546
H (-1.70, -3.15, 1.08)  0.4209
N (9.51, -2.16, -2.61)  0.9958
C (-3.82, 5.14, 2.36)  -0.6286
H (-3.44, 5.23, -1.00)  0.3929
C (-4.26, -3.44, 0.65)  -0.2822
C (-0.86, -0.38, -0.14)  -0.4127
C (1.17, -0.51, 2.35)  0.3105
C (4.10, -0.58, -1.80)  1.6950
N (-1.63, -1.15, 0.58)  0.6811
C (-2.30, 0.73, 1.95)  -0.7533
Pd (1.80, 0.05, -1.32)  -0.0864
C (-3.26, 4.96, 0.03)  -0.7241
S (1.07, 0.35, 3.75)  -0.4727
H (-2.60, 4.00, 3.70)  0.3788
H (-7.16, -2.98, -1.04)  0.3830
H (7.35, -3.52, -3.33)  0.4738
H (8.68, 0.07, -1.44)  0.4739
H (-5.65, -1.61, -2.45)  0.3982
H (-1.30, -2.82, -0.61)  0.6819
O (10.38, -1.40, -2.25)  -0.6049
C (-6.11, -2.89, -0.79)  -0.3989
S (0.76, 1.83, -0.40)  -0.0674
C (-3.92, -2.01, -1.26)  -0.2129
C (-2.79, 4.26, 2.67)  -0.3149
C (7.10, -2.59, -2.84)  -0.5277
C (-0.88, 2.77, 2.01)  -1.8484
C (6.54, -0.17, -1.57)  -0.4143
O (9.71, -3.21, -3.20)  -0.6062
H (4.96, -2.82, -2.97)  0.4251
C (-3.41, -2.67, -0.14)  0.7859
C (-5.26, -2.12, -1.58)  -0.6985
H (-1.60, 3.69, -0.45)  0.3924
N (-1.14, 1.45, 1.42)  0.4413

Summary:
**HOMO-LUMO gap**: 6.202 eV
**Net charge**: 0
**Energy**: -77453.5845 eV
**Energy above the lowest of the compared OMol25 structures with the same formula, charge and spin**: 1.7 kcal/mol
**LUMO**: -1.465 eV

(2)
Below is C26H22N4O4S2 in the gas phase in a non-equilibrium geometry, with properties calculated with ωB97M-V with the def2-TZVPD basis set.

Each line ends with the Mulliken charge.
Element x y z (Å)
H (-1.14, -2.52, 4.10)  0.4343
C (-2.22, -4.30, 3.58)  -0.8012
H (-3.05, -5.22, 0.44)  0.3997
S (2.32, 0.21, 3.43)  -0.1879
H (0.19, 5.20, -4.15)  0.3205
C (-2.76, -5.06, 2.55)  -0.3459
H (-1.00, 5.16, -5.48)  0.2779
H (4.35, 0.27, -0.07)  0.4519
C (-2.00, -3.44, 0.96)  -0.5331
C (-2.64, -4.62, 1.24)  -0.8257
C (-0.55, 1.39, -0.78)  0.0367
H (1.50, -3.71, 1.67)  0.3031
H (-0.31, 3.22, 0.27)  0.8040
H (-0.45, -0.81, -4.30)  0.3236
C (-1.04, -0.60, 0.62)  -0.8166
H (-0.02, 6.60, -0.79)  0.2703
C (1.93, -2.64, 3.32)  0.2573
C (1.64, 1.92, 1.07)  -0.6236
O (-1.15, 3.61, -4.24)  -0.4748
C (0.97, -0.04, 2.34)  0.2027
N (0.25, -1.11, 2.55)  -0.3047
H (-1.60, -0.44, -5.61)  0.2307
O (-0.60, 4.94, -1.74)  -0.4865
C (-0.83, 0.79, -2.01)  -1.4997
C (0.75, 0.85, 1.28)  0.0720
H (2.82, -0.52, -2.10)  0.5128
H (-1.88, -3.12, -0.07)  0.4551
H (2.68, -1.57, 4.98)  0.5144
C (-0.74, -1.42, 1.71)  0.0950
C (-1.57, -3.12, 3.30)  -0.1372
C (-0.67, 3.58, -1.81)  0.8958
C (3.63, -0.52, -0.06)  -0.8832
C (-0.48, 2.77, -0.69)  -0.7467
H (-1.87, -0.85, -0.03)  0.9761
H (-2.30, -4.64, 4.60)  0.3954
C (-0.84, 4.98, -4.42)  -0.8033
C (-0.30, 0.55, 0.39)  0.6966
C (-1.38, -0.30, -4.55)  -0.8670
H (-1.51, 5.62, -3.83)  0.2503
H (-2.20, -0.71, -3.95)  0.3491
H (-0.85, -0.28, -2.08)  0.5546
N (2.09, -2.94, 1.97)  -0.0537
O (-1.27, 1.10, -4.38)  -0.4704
C (-1.02, 1.58, -3.13)  0.8036
C (2.85, -0.91, -1.10)  -0.0788
H (3.79, -1.63, 3.57)  0.3866
N (2.39, 2.77, 0.90)  -0.6450
S (1.82, -2.21, -0.63)  -0.1687
C (-0.93, 2.99, -3.05)  0.8333
C (-0.13, 5.54, -0.55)  -0.9226
O (1.32, -3.41, 4.02)  -0.6293
N (3.45, -1.21, 1.09)  -0.2529
H (-3.27, -5.99, 2.77)  0.3929
H (0.84, 5.12, -0.25)  0.3989
C (2.75, -1.51, 3.89)  -0.5875
C (-1.46, -2.67, 1.99)  0.5123
H (-0.85, 5.43, 0.27)  0.3163
C (2.54, -2.12, 0.98)  0.4216

Summary:
**HOMO-LUMO gap**: 7.724 eV
**Net charge**: 0
**Energy**: -63138.9406 eV
**Energy above the lowest of the compared OMol25 structures with the same formula, charge and spin**: 61.7 kcal/mol
**LUMO**: -0.348 eV

(3)
Below is a molecular structure, C26H22N8S2V, with properties calculated with ωB97M-V with the def2-TZVPD basis set.

Each line ends with the Mulliken charge.
Element x y z (Å)
N (-1.87, -1.43, -2.98)  -0.3795
C (-1.35, 0.88, 3.03)  -0.0387
C (-2.92, -1.31, 3.49)  -0.5839
H (-2.19, -4.30, -0.22)  0.4847
N (0.74, 1.56, 0.55)  0.4261
N (3.15, -0.42, 3.74)  0.3994
H (4.14, -2.48, 5.00)  0.3513
H (-2.34, -0.86, -3.66)  0.2394
C (-2.27, -1.10, 2.29)  0.1819
H (-1.86, 1.52, 5.01)  0.4470
C (-2.77, -0.36, 4.50)  -0.5472
H (-0.44, 1.91, -1.78)  0.2332
C (0.56, 2.82, -0.11)  0.6131
C (5.17, 0.91, 6.52)  -0.5478
C (-0.09, 2.83, -1.34)  -0.2095
C (3.98, -0.34, 4.87)  0.6660
H (-3.52, -2.19, 3.64)  0.6201
C (-2.35, -2.00, 1.11)  0.1337
C (0.84, 5.20, -0.26)  -0.6795
N (1.55, 1.62, 1.54)  -0.2813
C (-5.56, -4.54, 0.04)  -0.3940
H (-6.38, -5.18, -0.24)  0.4041
C (-3.46, -2.88, 0.77)  0.3140
H (5.59, -2.41, 6.99)  0.3652
S (-2.62, 0.29, -1.08)  -0.3167
H (0.05, 6.15, -2.01)  0.3971
H (-0.73, 1.74, 2.81)  0.5117
H (5.46, 1.87, 6.95)  0.3658
S (1.51, -1.11, 1.41)  -0.5490
C (5.24, -1.49, 6.55)  -0.5406
N (-1.48, -0.02, 2.07)  0.4651
C (-0.27, 4.03, -2.02)  -0.8615
C (1.93, 0.45, 2.09)  0.2249
C (1.04, 4.02, 0.43)  -0.2770
H (4.00, 1.81, 4.95)  0.4114
C (0.19, 5.22, -1.48)  -0.4637
C (4.35, 0.89, 5.41)  -0.2741
H (1.21, 6.13, 0.17)  0.3774
H (1.56, 4.00, 1.38)  0.4326
C (-4.77, -2.54, 1.12)  -0.3314
H (-1.37, -2.26, -3.27)  0.2417
H (-6.83, -3.10, 1.01)  0.4141
C (-1.99, 0.76, 4.26)  -0.9512
C (4.43, -1.53, 5.43)  -0.4920
H (-4.97, -1.62, 1.65)  0.5644
H (-0.77, 4.02, -2.98)  0.3839
H (-3.26, -0.49, 5.45)  0.4554
N (-1.00, -1.84, -0.92)  -1.2673
C (-4.26, -4.88, -0.31)  -0.6901
H (-4.06, -5.79, -0.85)  0.4175
H (2.89, -1.34, 3.38)  0.2247
N (2.70, 0.63, 3.15)  -0.4376
H (6.26, -0.24, 7.97)  0.3844
V (-0.32, -0.18, 0.20)  0.1823
C (-1.86, -1.08, -1.70)  0.8526
C (-5.81, -3.37, 0.75)  -0.8632
N (-1.31, -1.79, 0.40)  0.6068
C (-3.21, -4.05, 0.05)  -0.2816
C (5.62, -0.27, 7.10)  -0.5347

Summary:
**HOMO-LUMO gap (alpha / beta)**: 6.171 / 6.083 eV
**Net charge**: +1
**Energy**: -86592.1757 eV
**LUMO (alpha / beta)**: -3.806 / -3.934 eV
**Multiplicity**: 3

(4)
Below is a molecular structure, C26H23BFN8SbSe4Y, with properties calculated with ωB97M-V with the def2-TZVPD basis set.

Each line ends with the Mulliken charge.
Element x y z (Å)
H (-1.01, 3.89, 3.04)  0.1649
H (2.02, 1.99, 0.62)  0.6671
C (0.71, -6.09, 0.14)  -0.3201
N (-0.04, -2.11, 1.02)  0.7116
C (1.60, 2.27, 1.59)  -0.2559
H (-1.67, 5.56, 1.34)  0.3703
H (0.43, 3.65, 4.97)  0.3707
H (0.25, -7.05, 0.29)  0.4483
C (1.98, 2.56, 3.95)  -0.6722
C (-0.03, -2.82, 2.17)  -0.1574
H (-3.32, -3.00, -3.42)  0.4090
C (-0.65, -0.75, 2.58)  -0.1872
H (-3.15, 1.43, -2.05)  0.4160
H (2.90, -3.70, -0.16)  0.3977
Se (0.82, 1.94, -3.01)  -0.2286
C (-0.41, -1.98, 3.19)  -1.3382
C (-3.63, 2.31, 0.39)  -1.0402
N (1.99, -0.60, -0.28)  -1.0328
N (-0.04, -5.04, -0.16)  -1.1888
C (2.38, 2.08, 2.71)  -0.4866
C (-2.57, -2.59, -2.76)  -1.2988
B (0.32, -2.56, -0.41)  -0.2181
F (-3.77, 5.01, 2.77)  -0.4083
N (-1.28, -1.14, -1.64)  -0.8363
H (-0.50, -2.23, 4.24)  0.4044
C (-3.27, 4.27, 1.72)  0.7910
Y (-0.12, 0.87, -0.54)  -0.1963
C (3.30, -1.10, -2.06)  -1.2459
H (-4.79, 2.77, 2.11)  0.4354
H (2.92, -6.37, 0.41)  0.4004
C (-2.58, 2.75, -0.52)  0.3568
N (-0.88, -2.40, -1.35)  0.8616
C (0.76, 3.24, 4.02)  -0.7241
C (2.07, -5.74, 0.20)  -0.8864
H (2.60, 2.43, 4.83)  0.3612
H (0.25, -3.86, 2.16)  0.3541
Se (2.46, -0.94, -5.56)  -0.5603
H (-1.24, 4.40, -0.83)  0.4604
N (1.46, -1.67, -0.95)  2.2682
C (-0.05, 3.40, 2.91)  -0.3797
C (-1.59, 3.77, 0.00)  0.5928
H (-2.75, -0.36, -2.90)  0.4224
Se (4.62, 1.28, -4.45)  -0.5735
H (4.05, -1.02, -2.82)  0.7372
C (-0.49, 2.81, 0.45)  -0.2860
H (1.95, -2.75, -2.71)  0.5468
H (3.33, 1.57, 2.60)  0.3493
H (-0.94, 0.20, 2.99)  0.4594
C (0.30, 2.88, 1.63)  0.9439
H (3.65, 0.61, -0.66)  0.4273
H (-1.47, -4.34, -1.88)  0.5117
C (-2.29, -1.25, -2.50)  -0.1867
Se (1.63, 2.93, -6.74)  -0.6852
C (2.09, -4.40, -0.09)  -0.1740
N (-0.43, -0.85, 1.27)  -0.2993
C (3.08, -0.26, -0.96)  -0.3375
H (-1.78, 2.61, -2.49)  0.5072
C (-2.19, 4.65, 1.06)  -0.9686
C (-1.65, -3.29, -2.01)  -0.0857
C (-3.98, 3.05, 1.45)  -0.5967
C (2.22, -1.96, -2.03)  -0.5596
C (-2.46, 2.21, -1.75)  -1.1682
H (-4.17, 1.40, 0.14)  0.3402
N (0.82, -4.01, -0.33)  0.4219
Sb (2.24, 1.46, -4.94)  0.6744

Summary:
**HOMO-LUMO gap (alpha / beta)**: 5.147 / 4.681 eV
**Net charge**: -2
**Energy**: -311620.8531 eV
**Energy above the lowest of the compared OMol25 structures with the same formula, charge and spin**: 33.1 kcal/mol
**LUMO (alpha / beta)**: 4.113 / 3.648 eV
**Multiplicity**: 2

(5)
Below is a molecular structure, C26H23Cl2NZn in a non-equilibrium geometry, with properties calculated with ωB97M-V with the def2-TZVPD basis set.

Each line ends with the Mulliken charge.
Element x y z (Å)
H (2.28, 2.18, -0.49)  0.3558
H (5.09, 0.33, 0.38)  0.3260
H (4.44, -3.00, 1.75)  0.2408
Zn (3.27, 1.28, -5.58)  0.4284
H (-3.94, -0.32, 2.90)  0.2922
H (-3.06, 4.27, -3.95)  0.3715
C (-3.65, -1.68, 1.26)  1.0981
H (-5.49, -2.53, 0.59)  0.3407
N (3.41, -0.46, 1.35)  0.1515
H (-1.86, 0.95, 2.45)  0.3660
H (-3.03, -2.94, -0.36)  0.3918
H (-3.99, 2.25, -2.83)  0.3800
H (0.22, 0.50, -1.26)  0.4043
H (-0.22, 1.58, 1.36)  0.3151
H (5.31, -1.25, 1.19)  0.2847
C (-3.00, 2.62, -2.56)  -0.8740
H (2.76, 1.57, 1.08)  0.7604
H (1.69, 4.14, -2.17)  0.4629
C (2.77, -1.67, 1.59)  0.0151
H (-0.49, -2.28, 2.23)  0.5335
H (-5.49, -1.98, 2.28)  0.3788
C (4.84, -0.27, 1.26)  -0.9696
C (-0.04, 0.73, 0.65)  0.4734
C (-4.89, -2.46, 1.50)  -1.4616
H (2.90, -4.98, 2.17)  0.3852
C (-2.46, 3.74, -3.20)  -0.3447
C (-2.76, -2.08, 0.26)  -1.0527
C (-1.55, -1.40, 0.05)  0.3786
Cl (4.73, 2.72, -5.06)  -0.2222
C (0.12, 1.39, -0.62)  1.0163
C (1.00, 3.45, -1.68)  -1.5119
C (0.55, -2.48, 2.05)  0.0249
C (1.12, -3.75, 2.22)  -0.8664
H (-4.67, -3.49, 1.83)  0.2949
C (-0.98, 2.32, -1.22)  -0.0300
Cl (1.79, -0.14, -6.09)  -0.2055
C (-1.15, 4.14, -2.92)  -0.8076
C (1.19, -0.02, 1.23)  0.0741
C (2.47, 0.55, 1.24)  -1.9059
C (-2.24, 1.91, -1.60)  -0.0875
C (-0.41, 3.45, -1.92)  0.4207
H (5.25, 0.25, 2.13)  0.3184
H (0.47, -4.58, 2.50)  0.3768
C (2.49, -3.99, 2.07)  -0.6108
C (1.37, -1.41, 1.66)  1.2157
C (1.29, 2.37, -0.85)  -0.6618
H (-2.62, 1.01, -1.14)  0.3234
H (-0.86, -1.76, -0.72)  0.3303
H (-0.66, 4.91, -3.54)  0.3475
C (-1.27, -0.24, 0.79)  0.0797
C (-2.11, 0.08, 1.85)  -0.1816
C (-3.29, -0.61, 2.07)  -1.0814
C (3.36, -2.91, 1.80)  -1.0825

Summary:
**HOMO-LUMO gap**: 7.260 eV
**Net charge**: 0
**Energy**: -102289.2202 eV
**Energy above the lowest of the compared OMol25 structures with the same formula, charge and spin**: 0.0 kcal/mol
**LUMO**: -0.301 eV

(6)
Below is 13 unconnected molecules or ions with the total composition C26H23Cl48I2N2 in a non-equilibrium geometry, with properties calculated with ωB97M-V with the def2-TZVPD basis set.

Each line ends with the Mulliken charge.
Element x y z (Å)
Cl (7.12, -3.53, -7.05)  -0.0794
C (-0.77, 4.79, 8.31)  0.3558
Cl (-0.63, -0.03, -10.59)  -0.0968
H (-0.05, -2.83, -0.75)  0.2359
C (5.95, -2.39, -7.72)  0.3207
Cl (-7.41, 6.65, -7.60)  -0.0911
Cl (0.74, -5.67, -3.85)  -0.0672
H (0.53, -2.85, 6.53)  0.1892
Cl (-1.35, 5.57, 9.78)  -0.1082
Cl (-4.54, 1.98, -6.73)  -0.0892
H (-1.62, 0.15, 4.90)  0.4220
Cl (10.44, -1.73, -6.36)  -0.0935
C (-1.71, -2.19, 9.00)  0.3693
Cl (9.71, -0.54, -8.88)  -0.0791
Cl (-1.20, -3.85, 8.67)  -0.0764
C (0.03, -0.64, 3.92)  0.7289
H (-1.20, -4.58, 5.64)  0.6342
H (1.27, -3.62, -2.39)  -0.3481
C (0.71, -0.90, -6.01)  0.0937
H (-0.48, 3.46, 4.94)  0.2205
C (1.07, -6.83, -2.56)  0.3007
H (-0.05, -0.29, -0.16)  0.4990
C (1.02, -0.25, -11.19)  0.3018
Cl (-0.48, -0.56, -7.26)  -0.0350
Cl (-1.02, 6.39, 3.16)  -0.0677
C (-0.54, -3.98, 5.02)  -0.6490
Cl (0.26, -6.29, -1.08)  -0.0958
H (-0.06, -3.48, 2.12)  0.6832
C (-3.74, 2.12, 11.90)  0.2375
H (-0.27, -0.70, -1.90)  0.5696
Cl (-4.72, 2.95, -4.02)  -0.0144
C (10.61, -1.85, -8.11)  0.3479
Cl (12.32, -1.74, -8.55)  -0.0955
Cl (-0.38, 4.91, -2.33)  -0.0616
Cl (6.26, -2.18, -9.44)  -0.0864
H (1.10, 1.33, 5.50)  0.4999
C (0.72, -3.60, 5.76)  -0.9824
C (1.69, -2.40, 0.47)  -2.2979
C (1.11, -1.75, 1.69)  0.9650
C (1.65, -2.67, -2.03)  -0.2419
C (-0.35, -1.96, 3.59)  -0.3727
Cl (-3.12, -1.80, 8.00)  -0.1074
Cl (-0.37, 4.78, 0.85)  -0.0110
Cl (-2.13, -2.03, 10.70)  -0.1024
Cl (-9.45, 8.14, -9.01)  -0.0906
Cl (-0.26, 2.17, -1.43)  0.0118
C (0.84, -2.20, -0.80)  1.3220
Cl (2.81, -6.93, -2.28)  -0.1008
H (-0.37, 1.70, 6.43)  -0.4290
H (2.74, -2.16, 0.32)  0.7133
Cl (-1.91, 5.13, 7.00)  -0.0937
H (-1.30, 2.23, 3.92)  0.2880
Cl (-7.41, 6.72, -10.48)  -0.0932
I (1.61, -5.32, 6.65)  0.0763
Cl (1.82, 1.32, -11.26)  -0.0964
Cl (9.96, -3.40, -8.66)  -0.0790
N (0.89, 0.05, 3.21)  -0.0904
C (-0.56, 0.03, 5.13)  0.5149
H (1.67, -3.47, 0.67)  0.4411
Cl (-2.56, 3.32, 11.36)  -0.0274
Cl (-2.43, 6.78, 0.67)  -0.0843
Cl (-6.89, 1.42, -5.15)  -0.0996
C (-8.43, 6.69, -9.05)  0.3719
C (0.38, -0.77, -1.04)  -2.1627
C (-0.87, 6.38, 1.40)  0.2389
Cl (-3.10, 0.50, 11.58)  -0.0101
C (-0.39, 2.49, 4.46)  -0.9489
Cl (2.31, -0.41, -6.57)  -0.0225
Cl (0.31, -0.02, -4.53)  -0.0037
H (1.49, -3.19, 5.12)  0.5485
Cl (0.45, -8.42, -3.02)  -0.0873
Cl (0.97, -0.96, -12.80)  -0.0944
H (1.26, -0.17, -1.30)  0.4867
C (-1.29, -2.76, 4.42)  -1.1392
Cl (1.91, -1.32, -10.10)  -0.0111
Cl (-0.65, 3.04, 8.54)  -0.1099
C (-5.64, 2.61, -5.50)  0.2292
Cl (-2.81, 3.51, -1.67)  -0.0953
N (1.41, -0.54, 2.14)  -0.6323
Cl (0.82, 5.43, 7.89)  -0.0995
Cl (-1.30, 2.79, -4.05)  -0.0675
H (0.39, 2.57, 3.71)  0.2693
H (-0.51, -0.64, 5.99)  -0.6984
H (1.49, -1.96, -2.85)  -0.0934
Cl (-4.05, 2.31, 13.62)  -0.0930
Cl (-6.39, 4.10, -6.09)  -0.0330
Cl (0.73, -2.64, -5.65)  -0.0567
C (0.20, -2.49, 2.45)  0.0773
H (-2.12, -3.14, 3.83)  0.4607
Cl (4.31, -3.01, -7.49)  -0.0605
C (-1.20, 3.35, -2.39)  0.2548
I (2.82, 0.65, 1.18)  0.2975
H (2.71, -2.69, -1.84)  0.4230
Cl (-0.39, -1.08, 8.61)  -0.0919
C (0.02, 1.40, 5.46)  0.0683
Cl (-5.25, 2.34, 11.00)  -0.1057
Cl (0.34, 7.57, 0.90)  -0.0964
H (-0.24, -4.61, 4.18)  0.4478
H (-1.67, -2.20, 5.27)  0.1379
Cl (6.11, -0.84, -6.90)  -0.1078
Cl (-9.45, 5.25, -9.07)  -0.0987

Summary:
**HOMO-LUMO gap**: 7.462 eV
**Net charge**: +1
**Energy**: -647582.0223 eV
**LUMO**: -4.302 eV